Here is a structure of composition C23H41N8O3S2SiTl from the OMol25 dataset. Energies are from ωB97M-V with the def2-TZVPD basis set.

Each line ends with the Mulliken charge.
Geometry (Å):
1 Tl -0.097 -0.343 0.499  2.08
2 N -0.894 -1.278 5.041  -0.37
3 C -0.858 -1.329 3.690  0.53
4 S -1.339 0.098 2.846  -0.51
5 N -0.551 -2.506 3.187  -1.40
6 N -0.392 -2.509 1.847  1.10
7 C -0.377 -3.646 1.268  -1.37
8 C 0.072 -3.736 -0.126  1.16
9 C 0.117 -4.958 -0.788  -1.00
10 C 0.602 -5.002 -2.083  -0.45
11 C 1.069 -3.834 -2.669  -1.18
12 C 1.014 -2.666 -1.925  -0.54
13 N 0.507 -2.612 -0.701  0.63
14 H -1.001 -0.383 5.481  0.22
15 H -0.474 -2.040 5.547  0.26
16 H -0.605 -4.558 1.816  0.33
17 H -0.215 -5.853 -0.280  0.49
18 H 0.636 -5.939 -2.623  0.41
19 H 1.473 -3.823 -3.671  0.49
20 H 1.409 -1.733 -2.312  0.62
21 O 2.327 -0.231 -0.784  -0.52
22 N 2.866 0.679 -0.067  0.76
23 O 4.081 0.712 0.062  -0.73
24 O 2.117 1.528 0.447  -0.56
25 C 4.049 0.573 5.664  -1.11
26 C 3.076 -0.595 5.498  -0.48
27 C 2.920 -0.992 4.067  0.30
28 N 1.953 -0.605 3.320  -0.87
29 N 2.045 -1.045 2.026  0.61
30 C 3.109 -1.769 1.816  -0.08
31 N 3.416 -2.377 0.638  -0.29
32 S 4.080 -1.980 3.231  -0.25
33 H 4.136 0.855 6.714  0.36
34 H 3.699 1.439 5.102  0.31
35 H 5.043 0.313 5.297  0.32
36 H 2.086 -0.317 5.861  0.15
37 H 3.424 -1.454 6.076  0.35
38 H 3.020 -1.874 -0.158  0.31
39 H 4.390 -2.604 0.519  0.27
40 C -3.807 1.078 -2.402  -1.77
41 C -2.901 0.490 -1.300  2.71
42 C -2.827 -1.032 -1.500  -1.82
43 C -3.602 0.722 0.044  -1.81
44 Si -1.150 1.320 -1.373  -2.93
45 C -1.034 3.031 -0.490  2.99
46 C -2.219 3.898 -0.968  -1.85
47 C 0.266 3.783 -0.811  -1.92
48 C -1.110 2.907 1.035  -1.93
49 C -0.404 1.315 -3.145  3.00
50 C -0.989 2.520 -3.911  -1.83
51 C 1.127 1.441 -3.141  -1.39
52 C -0.757 0.056 -3.949  -2.14
53 H -4.805 0.636 -2.312  0.57
54 H -3.447 0.860 -3.406  0.33
55 H -3.921 2.158 -2.313  0.32
56 H -3.846 -1.422 -1.586  0.59
57 H -2.363 -1.532 -0.646  0.29
58 H -2.282 -1.333 -2.393  0.24
59 H -4.544 0.164 0.043  0.59
60 H -3.847 1.769 0.215  0.25
61 H -3.020 0.363 0.891  0.21
62 H -2.258 4.009 -2.051  0.33
63 H -2.107 4.900 -0.541  0.56
64 H -3.180 3.509 -0.635  0.31
65 H 0.385 3.986 -1.874  0.42
66 H 1.144 3.248 -0.454  0.15
67 H 0.228 4.750 -0.300  0.61
68 H -2.040 2.467 1.389  0.31
69 H -1.030 3.910 1.468  0.58
70 H -0.279 2.326 1.434  0.34
71 H -0.636 3.471 -3.518  0.35
72 H -2.079 2.539 -3.916  0.32
73 H -0.658 2.454 -4.952  0.57
74 H 1.466 2.406 -2.770  0.30
75 H 1.485 1.337 -4.171  0.57
76 H 1.602 0.672 -2.537  -0.05
77 H -1.828 -0.077 -4.094  0.35
78 H -0.364 -0.851 -3.494  0.25
79 H -0.303 0.147 -4.940  0.64

**Multiplicity**: 1
**Kohn-Sham gap**: 7.60 eV
**Total charge**: 0
**Energy above the lowest of the compared OMol25 structures with the same formula, charge and spin**: 0.530 eV
**Calculated total energy**: -76818.634 eV



Here is a structure of composition C23H41NO2P2Pd at a distorted geometry from the OMol25 dataset. Energies are from ωB97M-V with the def2-TZVPD basis set.

Each line ends with the Mulliken spin population.
Geometry (Å):
1 Pd -0.106 0.185 -0.365  0.49
2 C 2.171 -0.526 -0.543  0.22
3 C 1.903 0.728 -1.198  0.24
4 C 1.572 1.003 1.093  0.28
5 C 1.970 -0.352 0.863  0.19
6 C 1.516 1.679 -0.178  0.12
7 C 2.652 -1.760 -1.218  0.01
8 H 2.216 -1.869 -2.218  0.00
9 H 2.409 -2.654 -0.632  0.00
10 H 3.746 -1.733 -1.338  0.01
11 C 2.142 -1.376 1.919  0.01
12 H 2.241 -2.376 1.484  0.00
13 H 1.278 -1.377 2.597  0.01
14 H 3.043 -1.178 2.519  0.02
15 C 1.313 1.614 2.413  0.00
16 H 2.240 1.695 3.001  0.03
17 H 0.606 1.011 2.995  0.03
18 H 0.885 2.614 2.297  -0.01
19 C 1.224 3.121 -0.386  0.02
20 H 2.138 3.724 -0.270  0.00
21 H 0.495 3.473 0.352  0.00
22 H 0.824 3.300 -1.389  0.00
23 C 2.025 1.021 -2.650  0.02
24 H 2.950 1.574 -2.880  0.02
25 H 1.179 1.631 -2.989  0.01
26 H 2.039 0.092 -3.231  0.00
27 C -1.533 -1.598 -0.341  0.07
28 C -0.725 -1.669 -1.481  0.04
29 C -1.091 -1.160 -2.847  0.03
30 C -1.909 0.164 -2.841  -0.09
31 C -1.485 1.167 -1.806  0.05
32 C -2.055 1.282 -0.524  0.07
33 C -3.118 0.390 0.034  0.09
34 C -2.958 -1.117 -0.299  0.02
35 H -1.620 -1.943 -3.423  0.00
36 H -2.988 -0.047 -2.752  0.16
37 H -0.157 -0.965 -3.403  0.00
38 H -3.482 -1.358 -1.234  0.01
39 H -1.220 -2.184 0.528  -0.01
40 H 0.125 -2.356 -1.414  0.00
41 H -3.440 -1.680 0.515  0.00
42 H -3.064 0.470 1.131  0.01
43 H -1.928 2.234 -0.004  -0.03
44 H -4.119 0.735 -0.269  0.00
45 H -1.775 0.638 -3.825  0.00
46 H -0.925 2.036 -2.170  0.00
47 P -5.265 -0.260 -3.410  0.57
48 C -6.253 -1.750 -2.946  0.09
49 C -5.542 -0.400 -5.233  0.07
50 P -5.970 2.663 -2.926  0.01
51 C -6.639 0.942 -3.089  0.08
52 C -6.500 3.289 -4.589  0.00
53 C -7.466 3.347 -2.075  0.00
54 H -6.487 -1.715 -1.875  0.00
55 H -5.670 -2.653 -3.166  0.00
56 H -7.184 -1.757 -3.528  0.02
57 H -6.587 -0.678 -5.419  0.02
58 H -4.883 -1.190 -5.614  0.00
59 H -5.311 0.544 -5.740  -0.01
60 H -8.363 3.179 -2.688  0.00
61 H -7.326 4.425 -1.932  0.00
62 H -7.593 2.866 -1.099  0.00
63 H -7.145 0.663 -2.152  0.01
64 H -7.374 0.898 -3.913  0.02
65 H -6.348 4.376 -4.592  0.00
66 H -7.565 3.081 -4.752  0.00
67 H -5.902 2.841 -5.389  0.00
68 O -1.335 0.874 3.247  0.33
69 N -1.699 -0.136 2.613  0.35
70 O -1.007 -1.173 2.539  0.29

**Multiplicity**: 5
**Kohn-Sham gap (alpha / beta)**: 6.19 / 4.13 eV
**Total charge**: +2
**Energy above the lowest of the compared OMol25 structures with the same formula, charge and spin**: 0.000 eV
**Calculated total energy**: -52136.632 eV



Here is a cluster of 2 separate species, C23H41O6S in total at a distorted geometry from the OMol25 dataset. Energies are from ωB97M-V with the def2-TZVPD basis set.

Each line ends with the Mulliken spin population.
Geometry (Å):
1 C -7.893 -0.947 -3.431  0.00
2 C -7.463 -0.481 -2.044  0.00
3 C -6.112 0.224 -2.027  0.00
4 C -5.686 0.688 -0.636  0.00
5 C -4.297 1.313 -0.691  0.00
6 C -3.758 1.806 0.645  0.00
7 C -2.388 2.488 0.554  0.00
8 C -1.305 1.553 0.026  0.00
9 S 0.326 2.297 -0.102  0.00
10 C 1.196 0.812 -0.639  0.05
11 C 1.801 0.979 -2.030  0.03
12 C 0.780 1.387 -3.070  0.00
13 C 2.507 -0.340 -2.439  0.06
14 C 3.492 -0.851 -1.462  0.42
15 C 4.912 -0.776 -1.792  -0.05
16 C 3.103 -2.015 -0.676  0.21
17 O 3.872 -2.743 -0.040  0.15
18 O 1.773 -2.268 -0.689  0.02
19 C 1.408 -3.408 0.078  -0.01
20 C 2.926 2.020 -2.046  0.01
21 O 3.363 2.509 -3.076  0.00
22 O 3.411 2.339 -0.837  -0.01
23 C 4.363 3.403 -0.903  0.00
24 H -8.866 -1.442 -3.371  0.00
25 H -7.987 -0.104 -4.123  0.00
26 H -7.178 -1.661 -3.853  0.00
27 H -8.216 0.205 -1.638  0.00
28 H -7.415 -1.343 -1.366  0.00
29 H -5.345 -0.450 -2.433  0.00
30 H -6.147 1.100 -2.691  0.00
31 H -6.412 1.419 -0.254  0.00
32 H -5.689 -0.164 0.058  0.00
33 H -3.604 0.574 -1.117  0.00
34 H -4.324 2.151 -1.402  0.00
35 H -4.472 2.517 1.076  0.00
36 H -3.688 0.957 1.336  0.00
37 H -2.450 3.367 -0.097  0.00
38 H -2.094 2.833 1.550  0.00
39 H -1.214 0.679 0.686  0.00
40 H -1.552 1.209 -0.987  0.00
41 H 1.999 0.657 0.091  -0.01
42 H 0.526 -0.058 -0.607  0.00
43 H -0.024 0.647 -3.169  0.00
44 H 0.322 2.341 -2.786  0.00
45 H 1.273 1.505 -4.041  0.00
46 H 1.743 -1.112 -2.597  0.02
47 H 3.038 -0.123 -3.379  0.01
48 H 5.513 -1.307 -1.045  0.00
49 H 5.056 -1.252 -2.776  0.04
50 H 5.291 0.249 -1.903  0.02
51 H 0.357 -3.564 -0.158  0.00
52 H 2.018 -4.270 -0.209  0.00
53 H 1.554 -3.219 1.143  0.00
54 H 4.697 3.547 0.126  0.00
55 H 5.202 3.140 -1.562  0.00
56 H 3.867 4.304 -1.288  0.00
57 C 5.027 -1.725 3.927  0.00
58 C 3.535 -1.748 3.864  0.00
59 C 2.829 -2.047 2.757  0.00
60 C 2.852 -1.355 5.157  0.00
61 O 3.450 -0.868 6.102  0.00
62 O 1.529 -1.574 5.177  0.00
63 C 0.943 -1.179 6.417  0.00
64 H 5.337 -1.038 4.717  0.00
65 H 5.415 -2.720 4.178  0.00
66 H 5.480 -1.424 2.978  0.00
67 H 1.744 -1.994 2.778  0.00
68 H 3.379 -2.405 1.892  0.00
69 H -0.081 -1.556 6.400  0.00
70 H 1.494 -1.599 7.266  0.00
71 H 0.957 -0.085 6.505  0.00

**Multiplicity**: 2
**Kohn-Sham gap (alpha / beta)**: 8.89 / 7.38 eV
**Total charge**: 0
**Energy above the lowest of the compared OMol25 structures with the same formula, charge and spin**: 0.153 eV
**Calculated total energy**: -47635.335 eV



Here is a structure of composition C23H42AuCl3N2O3Si3 from the OMol25 dataset. Energies are from ωB97M-V with the def2-TZVPD basis set.

Each line ends with the Mulliken spin population.
Geometry (Å):
1 Au -0.408 0.109 -0.108  0.36
2 Cl -4.157 0.708 3.734  0.00
3 C -4.063 1.274 2.070  0.02
4 Cl -4.183 3.033 2.031  0.00
5 Cl -5.420 0.581 1.150  0.00
6 C -2.750 0.793 1.363  0.08
7 O -2.456 1.403 0.305  0.11
8 O -2.144 -0.153 1.888  0.01
9 C 0.735 -2.969 1.219  -0.01
10 N 1.933 -3.048 0.402  0.00
11 C 2.606 -4.335 0.407  0.00
12 C 3.514 -4.446 -0.801  0.00
13 C 4.494 -3.291 -0.746  0.00
14 N 3.776 -2.034 -0.614  0.00
15 C 4.473 -0.855 -1.093  0.00
16 C 2.523 -1.919 -0.087  -0.02
17 O 1.954 -0.816 -0.065  0.03
18 H -0.039 -3.632 0.826  0.00
19 H 0.358 -1.951 1.226  0.03
20 H 0.956 -3.272 2.246  0.00
21 H 1.844 -5.116 0.395  0.00
22 H 3.193 -4.456 1.327  0.00
23 H 2.916 -4.380 -1.712  0.00
24 H 4.043 -5.399 -0.799  0.00
25 H 5.090 -3.246 -1.660  0.00
26 H 5.184 -3.422 0.096  0.00
27 H 4.631 -0.914 -2.173  0.00
28 H 5.442 -0.773 -0.596  0.00
29 H 3.879 0.026 -0.871  0.00
30 C 1.662 -0.807 -3.225  0.01
31 Si -0.216 -0.699 -3.365  0.01
32 C -0.721 1.069 -3.764  0.02
33 C -0.636 -1.788 -4.863  0.04
34 C -1.035 -1.352 -1.797  0.63
35 Si -2.890 -1.715 -1.814  -0.01
36 C -3.446 -2.588 -0.239  0.01
37 C -3.872 -0.183 -2.283  0.00
38 C -3.217 -3.008 -3.173  0.04
39 H 2.141 -0.478 -4.150  0.00
40 H 1.976 -1.836 -3.028  0.00
41 H 2.025 -0.182 -2.411  -0.01
42 H -0.139 1.449 -4.606  0.00
43 H -0.559 1.736 -2.914  0.00
44 H -1.777 1.131 -4.031  0.00
45 H 0.127 -1.649 -5.631  0.00
46 H -1.604 -1.527 -5.294  0.00
47 H -0.661 -2.848 -4.605  0.00
48 H -0.480 -2.211 -1.401  -0.05
49 H -3.047 -2.131 0.667  0.00
50 H -3.127 -3.633 -0.263  0.00
51 H -4.535 -2.578 -0.164  0.00
52 H -3.598 0.672 -1.664  0.00
53 H -4.943 -0.354 -2.158  0.00
54 H -3.698 0.084 -3.328  0.00
55 H -2.421 -3.752 -3.236  0.00
56 H -3.327 -2.546 -4.155  0.00
57 H -4.145 -3.536 -2.941  0.00
58 C 2.029 0.947 2.399  0.06
59 Si 0.742 1.800 1.300  0.50
60 C 1.600 3.045 0.164  0.05
61 C -0.373 2.744 2.485  0.02
62 C -0.762 4.061 2.235  0.03
63 C -1.496 4.780 3.166  -0.01
64 C -1.875 4.184 4.359  0.02
65 C -1.533 2.862 4.609  -0.01
66 C -0.790 2.151 3.679  0.02
67 H 2.515 1.689 3.038  0.01
68 H 2.784 0.447 1.797  -0.02
69 H 1.561 0.201 3.044  0.00
70 H 2.107 3.806 0.763  0.02
71 H 0.884 3.545 -0.490  0.00
72 H 2.341 2.550 -0.465  -0.01
73 H -0.476 4.541 1.306  0.00
74 H -1.776 5.805 2.959  0.00
75 H -2.450 4.741 5.088  0.00
76 H -1.850 2.388 5.529  0.00
77 H -0.539 1.117 3.884  0.01

**Multiplicity**: 3
**Kohn-Sham gap (alpha / beta)**: 7.86 / 6.60 eV
**Total charge**: 0
**Energy above the lowest of the compared OMol25 structures with the same formula, charge and spin**: 0.484 eV
**Calculated total energy**: -98549.454 eV



- Which of these has the highest total charge?
  C23H41NO2P2Pd



- Look up the energy above the lowest of the compared OMol25 structures with the same formula, charge and spin of the second one.
  0.000 eV



- Look up the multiplicity of the second one.
  5



- Which of these has the highest energy above the lowest of the compared OMol25 structures with the same formula, charge and spin?
  C23H41N8O3S2SiTl